[1]
{
  "formula": "C16H44CrN4O8P",
  "method": "wB97M-V/def2-TZVPD",
  "species": ["Cr", "P", "O", "O", "O", "O", "C", "C", "C", "O", "C", "N", "H", "H", "H", "H", "H", "H", "H", "H", "H", "H", "H", "C", "C", "C", "O", "C", "N", "H", "H", "H", "H", "H", "H", "H", "H", "H", "H", "H", "C", "C", "C", "O", "C", "N", "H", "H", "H", "H", "H", "H", "H", "H", "H", "H", "H", "C", "C", "C", "O", "C", "N", "H", "H", "H", "H", "H", "H", "H", "H", "H", "H", "H"],
  "positions_angstrom": [[1.5877, -0.0440, -0.3512], [3.7929, 0.4029, -1.7112], [3.6540, -0.0478, -3.1393], [5.1405, 1.0465, -1.5095], [3.4666, -0.7993, -0.7010], [2.5852, 1.3976, -1.3718], [-0.3056, -3.0126, 2.3683], [-0.2301, -2.5672, 0.9003], [-1.6047, -2.6758, 0.2111], [-2.4604, -1.6461, 0.6195], [-3.6200, -1.6059, -0.1590], [0.2463, -1.1556, 0.9757], [0.6227, -2.8984, 2.9292], [-0.5224, -4.0829, 2.3986], [-1.0346, -2.4868, 2.9858], [0.5037, -3.1644, 0.3587], [-2.0716, -3.5250, 0.7182], [-1.4988, -2.7568, -0.8706], [-4.3918, -1.0794, 0.4085], [-3.9716, -2.6045, -0.4174], [-3.5454, -0.8613, -0.9553], [0.6249, -1.0607, 1.9103], [-0.6455, -0.7703, 1.2711], [-1.7798, 1.8012, 1.2700], [-1.1075, 2.0834, -0.0751], [-1.3326, 3.5012, -0.6317], [-1.1749, 3.4749, -2.0321], [-1.1859, 4.7819, -2.6131], [0.2777, 1.8314, 0.0821], [-1.3506, 2.2678, 2.1588], [-1.6979, 0.7246, 1.3976], [-2.8159, 2.1432, 1.2915], [-1.6034, 1.3879, -0.7547], [-0.5629, 4.1602, -0.2206], [-2.3467, 3.8876, -0.4967], [-0.3703, 5.2979, -2.1002], [-2.1156, 5.3189, -2.4179], [-0.9113, 4.7004, -3.6628], [0.6037, 2.5524, 0.7173], [0.7798, 2.1619, -0.7405], [4.2358, 0.2690, 3.3766], [2.8075, 0.0160, 2.8597], [1.7928, 0.5880, 3.8328], [0.5303, 0.0200, 3.6094], [-0.4201, 0.3510, 4.6404], [2.6619, 0.5814, 1.5365], [4.3849, -0.0116, 4.4212], [4.6525, 1.2529, 3.1654], [4.8445, -0.4536, 2.8303], [2.6974, -1.0578, 2.6958], [1.6274, 1.6682, 3.8241], [2.1305, 0.2704, 4.8229], [-0.0753, 0.3103, 5.6758], [-1.2753, -0.3200, 4.5696], [-0.7587, 1.3828, 4.5236], [3.4617, 0.3532, 0.9500], [2.5766, 1.5881, 1.5894], [0.0013, 0.4353, -3.1076], [-0.2172, -0.9542, -2.4812], [-0.9090, -1.8635, -3.4844], [-2.1890, -1.3718, -3.8745], [-2.8732, -2.3565, -4.5944], [1.0542, -1.5523, -1.9699], [-0.8518, 0.9799, -3.5101], [0.8200, 0.3348, -3.8239], [0.4742, 1.1707, -2.4566], [-0.9052, -0.9421, -1.6324], [-0.9735, -2.8533, -3.0235], [-0.2188, -1.9687, -4.3257], [-2.5336, -2.5445, -5.6167], [-3.8634, -1.9375, -4.7832], [-2.9296, -3.3241, -4.0923], [1.7086, -1.7257, -2.7248], [0.9034, -2.4136, -1.4629]],
  "lowdin_spin": [3.702, 0.010, 0.002, 0.001, 0.050, 0.010, 0.001, 0.007, 0.001, 0.000, 0.000, 0.031, 0.000, 0.000, 0.000, 0.001, 0.000, 0.000, 0.000, 0.000, 0.000, 0.004, 0.002, 0.000, 0.003, 0.001, 0.000, 0.000, 0.018, 0.000, 0.000, 0.000, 0.001, 0.000, 0.000, 0.000, 0.000, 0.000, 0.002, 0.003, 0.003, 0.007, 0.000, 0.001, 0.000, 0.042, 0.001, 0.000, 0.000, 0.001, 0.000, 0.000, 0.000, 0.000, 0.000, 0.002, 0.003, 0.009, 0.013, 0.004, 0.001, 0.000, 0.044, 0.000, 0.000, 0.004, 0.004, 0.001, 0.001, 0.000, 0.000, 0.000, 0.003, 0.004],
  "multiplicity": 5,
  "e_homo_ev": [-2.072, -2.348],
  "charge": -1,
  "lumo_energy_ev": [2.08, 2.07]
}

=====

[2]
{
  "formula": "C15H14BNO6",
  "method": "wB97M-V/def2-TZVPD",
  "species": ["O", "O", "O", "O", "O", "O", "B", "C", "C", "C", "C", "C", "C", "C", "C", "C", "C", "C", "C", "C", "C", "N", "C", "H", "H", "H", "H", "H", "H", "H", "H", "H", "H", "H", "H", "H", "H"],
  "positions_angstrom": [[4.3771, 2.3385, 0.9560], [-1.8517, -0.6285, 0.6920], [-1.0611, 4.7910, 3.0663], [-2.6948, 3.0965, 2.6120], [3.6270, 4.1012, 2.2556], [0.4338, -1.6179, -2.2754], [-1.3750, 3.5832, 2.4908], [3.4680, 2.9597, 1.5312], [-0.9868, -1.1450, 0.0128], [-1.7613, -4.6116, -2.2159], [-2.6535, -4.3040, -1.1667], [-0.7295, -3.8334, -2.6043], [1.0355, 3.0669, 2.2351], [-2.3368, -3.1361, -0.5130], [-0.4562, 1.4843, 1.2794], [1.8642, 1.1823, 0.9149], [-0.4807, -2.5561, -1.9683], [-0.2189, 2.6232, 1.9788], [2.1067, 2.3316, 1.6001], [-1.2526, -2.3046, -0.8641], [0.5297, 0.7048, 0.7664], [0.2924, -0.5081, 0.0457], [1.1401, -1.8286, -3.4830], [-1.7158, 5.1950, 3.6670], [-2.9037, 2.2499, 2.1170], [4.5376, 4.4266, 2.0693], [-1.8538, -5.6459, -2.5929], [-3.6476, -4.7373, -1.1847], [-0.0828, -4.2080, -3.4072], [1.2563, 4.0600, 2.5266], [-3.0499, -2.7136, 0.1370], [-1.4251, 1.2333, 0.9355], [2.6663, 0.8201, 0.3439], [1.0688, -0.9153, -0.5472], [1.6191, -0.8498, -3.7553], [1.9888, -2.5596, -3.2990], [0.5261, -2.1448, -4.3564]],
  "lowdin_charge": [0.061, 0.056, 0.158, 0.117, 0.100, -0.106, -0.544, -0.427, -0.351, -0.105, -0.062, -0.016, 0.042, -0.011, 0.000, 0.055, -0.216, -0.094, -0.111, -0.074, -0.160, 0.141, -0.070, 0.123, 0.120, 0.141, 0.117, 0.109, 0.112, 0.107, 0.105, 0.093, 0.107, 0.162, 0.107, 0.116, 0.102],
  "e_homo_ev": -8.400,
  "lumo_energy_ev": 0.34,
  "smiles": "COc1ccccc1C(=O)Nc1cc(B(O)O)cc(C(=O)O)c1"
}

=====

Max |F| / Eh/bohr: 0.045 0.072